Density functional theory data (ωB97M-V/def2-TZVPD) for a molecular structure, C32H32MoN3O5SSi.

Calculated values
spin multiplicity: 3
HOMO (spin up / spin down): -11.548 / -11.553 eV
net charge: +1
Kohn-Sham gap (spin up / spin down): 0.2742 / 0.2660 Eh

Element x y z (Å)
Mo -0.45 0.70 -0.44
C 4.49 2.07 5.32
C 3.22 2.05 4.52
C 3.26 1.96 3.13
C 2.10 1.93 2.38
C 0.88 1.98 3.04
C 0.80 2.08 4.42
C 1.98 2.12 5.15
S -0.59 1.90 2.11
O -1.70 2.26 2.92
O -0.37 2.58 0.81
N -0.69 0.40 1.48
C -0.92 -0.88 2.00
C -1.09 -1.25 3.30
C -1.31 -2.61 3.61
C -1.37 -3.56 2.63
C -1.21 -3.20 1.27
C -1.29 -4.10 0.18
C -1.13 -3.64 -1.09
C -0.88 -2.28 -1.32
N -0.80 -1.41 -0.33
C -0.97 -1.85 0.97
H 5.25 2.68 4.83
H 4.89 1.06 5.41
H 4.33 2.46 6.32
H 4.22 1.93 2.62
H 2.13 1.87 1.30
H -0.16 2.15 4.91
H 1.93 2.20 6.23
H -1.06 -0.51 4.09
H -1.45 -2.90 4.64
H -1.56 -4.60 2.88
H -1.48 -5.15 0.38
H -1.18 -4.30 -1.95
H -0.74 -1.90 -2.32
O -2.52 1.12 -0.85
N -2.43 1.10 -2.11
O -1.23 0.89 -2.44
C 5.12 -0.65 -1.89
C 4.05 0.02 -1.02
C 4.61 1.37 -0.54
C 3.74 -0.85 0.21
Si 2.51 0.35 -2.04
O 1.32 0.83 -0.93
C 2.72 1.79 -3.20
C 3.32 1.61 -4.45
C 3.53 2.69 -5.30
C 3.15 3.96 -4.91
C 2.55 4.16 -3.67
C 2.34 3.08 -2.83
C 1.84 -1.11 -2.99
C 0.95 -0.86 -4.05
C 0.37 -1.90 -4.77
C 0.68 -3.22 -4.45
C 1.56 -3.49 -3.41
C 2.13 -2.45 -2.69
H 6.05 -0.77 -1.31
H 5.36 -0.05 -2.77
H 4.82 -1.64 -2.23
H 5.48 1.20 0.11
H 3.87 1.95 0.03
H 4.93 1.99 -1.38
H 4.65 -0.99 0.80
H 3.37 -1.84 -0.06
H 3.00 -0.38 0.86
H 3.61 0.62 -4.78
H 4.00 2.53 -6.26
H 3.31 4.80 -5.57
H 2.24 5.15 -3.37
H 1.87 3.25 -1.86
H 0.71 0.16 -4.32
H -0.31 -1.68 -5.58
H 0.24 -4.03 -5.02
H 1.82 -4.52 -3.18
H 2.82 -2.69 -1.89

Mulliken population analysis, charges in e, atoms 1 to 6: -0.072 -1.480 0.792 -0.672 0.156 -0.387

Density functional theory data (ωB97M-V/def2-TZVPD) for a molecular structure, C32H32N4O4OsSSi in a non-equilibrium geometry.

Calculated values
spin multiplicity: 1
HOMO: -13.868 eV
net charge: +2
Kohn-Sham gap: 0.2520 Eh

Element x y z (Å)
Os 0.59 1.46 -0.29
C 5.00 4.44 -0.66
O 4.48 3.09 -0.61
C 3.21 2.87 -0.45
O 2.79 1.71 -0.39
N 2.34 3.91 -0.33
N 0.99 3.55 -0.21
H 6.07 4.33 -0.78
H 4.79 4.96 0.28
H 4.59 4.97 -1.52
H 2.57 4.88 -0.50
H 0.44 3.93 -0.99
H 0.62 3.93 0.66
C -5.83 -3.29 -1.53
C -5.02 -2.04 -1.37
C -3.87 -1.83 -2.13
C -3.15 -0.65 -2.03
C -3.58 0.32 -1.13
C -4.72 0.14 -0.36
C -5.43 -1.04 -0.49
S -2.62 1.76 -0.92
O -3.34 2.71 -0.14
O -1.98 2.15 -2.15
N -1.33 1.24 0.02
C -1.31 1.45 1.41
C -2.26 1.36 2.40
C -1.82 1.61 3.70
C -0.48 1.89 3.96
C 0.41 1.93 2.92
N -0.01 1.73 1.67
H -5.25 -4.09 -1.97
H -6.69 -3.11 -2.17
H -6.21 -3.64 -0.57
H -3.55 -2.59 -2.83
H -2.27 -0.48 -2.63
H -5.06 0.93 0.30
H -6.33 -1.18 0.09
H -3.29 1.13 2.18
H -2.53 1.57 4.51
H -0.14 2.08 4.97
H 1.47 2.12 3.06
C -1.59 -2.38 3.27
C -0.34 -1.97 3.71
C 0.59 -1.51 2.79
C 0.29 -1.46 1.42
C -0.99 -1.86 1.01
C -1.92 -2.32 1.93
Si 1.48 -0.83 0.16
C 3.26 -1.22 0.30
C 4.13 -0.89 -0.74
C 5.46 -1.26 -0.70
C 5.94 -1.98 0.38
C 5.09 -2.34 1.42
C 3.75 -1.96 1.38
C 0.79 -0.87 -1.59
C 0.27 -2.02 -2.19
C -0.20 -1.99 -3.49
C -0.22 -0.79 -4.20
C 0.22 0.38 -3.62
C 0.75 0.32 -2.33
H -2.31 -2.75 3.99
H -0.08 -2.01 4.76
H 1.57 -1.19 3.14
H -1.28 -1.79 -0.03
H -2.90 -2.64 1.59
H 3.76 -0.34 -1.60
H 6.12 -1.01 -1.52
H 6.98 -2.29 0.41
H 5.46 -2.92 2.26
H 3.10 -2.28 2.18
H 0.26 -2.96 -1.64
H -0.54 -2.90 -3.96
H -0.60 -0.77 -5.22
H 0.18 1.32 -4.15
H 1.30 1.28 -2.06

Mulliken population analysis, charges in e, atoms 1 to 6: 1.777 -0.845 -0.342 0.114 -0.175 -0.165

Density functional theory data (ωB97M-V/def2-TZVPD) for a molecular structure, C32H32N4O7PPtS in a non-equilibrium geometry.

Calculated values
spin multiplicity: 5
HOMO (spin up / spin down): -16.170 / -16.634 eV
net charge: +3
Kohn-Sham gap (spin up / spin down): 0.3012 / 0.1796 Eh

Element x y z (Å)
Pt 0.72 -0.56 -0.12
C 3.42 3.93 -0.60
O 3.46 2.49 -0.27
C 2.50 1.69 -0.58
O 2.66 0.45 -0.40
N 1.38 2.20 -1.13
N 0.18 1.41 -1.17
H 4.45 4.28 -0.44
H 2.75 4.44 0.06
H 3.11 4.04 -1.64
H 1.22 3.17 -1.12
H -0.19 1.40 -2.10
H -0.47 1.85 -0.51
O 0.63 1.39 1.59
S -0.15 0.51 2.50
O 0.63 -0.14 3.50
O -0.77 -0.51 1.53
C -1.54 1.39 3.14
C -1.50 1.67 4.48
C -2.55 2.36 5.07
C -3.58 2.85 4.29
C -3.59 2.66 2.91
C -2.61 1.85 2.35
P -2.95 1.55 0.64
C -4.09 0.27 0.18
C -5.34 0.06 0.83
C -6.07 -1.09 0.54
C -5.58 -2.01 -0.38
C -4.35 -1.83 -1.02
C -3.62 -0.70 -0.76
C -2.97 3.00 -0.33
C -2.18 4.12 0.04
C -2.07 5.22 -0.82
C -2.74 5.20 -2.04
C -3.45 4.07 -2.46
C -3.60 3.00 -1.59
H -0.65 1.34 5.08
H -2.57 2.55 6.15
H -4.38 3.45 4.72
H -4.38 3.08 2.29
H -5.71 0.74 1.60
H -7.02 -1.32 1.03
H -6.16 -2.89 -0.58
H -4.05 -2.58 -1.77
H -2.69 -0.55 -1.27
H -1.65 4.13 0.99
H -1.47 6.08 -0.52
H -2.74 6.08 -2.66
H -3.89 4.03 -3.46
H -4.17 2.16 -1.93
O 4.88 -5.94 1.44
C 3.85 -5.55 2.33
C 3.17 -4.34 1.81
C 2.32 -3.60 2.60
C 1.52 -2.63 2.08
N 1.57 -2.29 0.79
C 2.47 -2.91 0.01
C 3.27 -3.95 0.49
C 2.47 -2.50 -1.38
C 3.57 -2.74 -2.22
C 3.52 -2.31 -3.53
C 4.66 -2.57 -4.52
O 5.73 -3.16 -3.79
C 2.34 -1.68 -3.97
C 1.33 -1.43 -3.07
N 1.39 -1.81 -1.78
H 5.25 -6.78 1.75
H 4.19 -5.39 3.35
H 3.07 -6.31 2.39
H 2.22 -3.84 3.65
H 0.84 -2.09 2.72
H 3.94 -4.50 -0.19
H 4.46 -3.24 -1.87
H 4.90 -1.63 -5.00
H 4.30 -3.25 -5.26
H 6.51 -3.31 -4.32
H 2.24 -1.34 -4.99
H 0.44 -0.89 -3.39

Mulliken population analysis, charges in e, atoms 1 to 6: 2.033 -0.825 -0.322 0.708 -0.619 -0.136

Table of DFT total energy (hartree), in record order: -2534.8155 -2536.4060 -2842.0969
Table of ΔE to the lowest compared entry with this formula, charge and spin (kcal/mol), in record order: 0.0 0.0 0.0